Entry 1:
Computed, not measured: 2 unconnected molecules or ions with the total composition C3H9NO2 at a distorted geometry, with wB97M-V/def2-TZVPD.

As for the energy above the lowest of the compared OMol25 structures with the same formula, charge and spin: 43.1 kcal per mole. The energy comes out at -8841.0882 eV. Its HOMO energy is -9.742 eV. As for the LUMO energy: 0.763 eV. As for the SMILES: CC(N)=O.CO. Its charge is 0.

The geometry in XYZ format:
```
15
C3H9NO2 (wB97M-V/def2-TZVPD)
C 2.97655 0.31866 0.31206
C 1.60328 0.16372 -0.20316
N 0.64423 1.19320 -0.30476
O 1.20045 -0.97241 -0.62974
H 3.05141 -0.07853 1.41111
H 3.42278 1.30160 0.23766
H 3.71344 -0.21862 -0.24312
H -0.35212 0.96974 -0.45053
H 0.82788 2.04883 0.21263
C -3.19819 -0.73327 0.02725
O -1.99096 -0.94703 -0.52919
H -3.48987 -1.44968 0.82118
H -3.27594 0.40268 0.25524
H -3.88211 -0.74758 -0.93724
H -1.25083 -1.25131 0.02062
```

Want to see where the charge sits? The Mulliken charges in e are: -0.9289 0.6098 -0.3735 -0.6191 0.2183 0.3396 0.3029 0.2558 0.2202 -0.5039 -0.4550 0.2681 0.2023 0.1820 0.2815

***

Entry 2:
Computed, not measured: 2 unconnected molecules or ions with the total composition C3H9NO2 at a distorted geometry, with wB97M-V/def2-TZVPD.

As for the energy above the lowest of the compared OMol25 structures with the same formula, charge and spin: 67.8 kcal per mole. The energy comes out at -8840.0163 eV. Its HOMO energy is -9.372 eV. As for the LUMO energy: 0.876 eV. As for the SMILES: C=CO.NCO. Its charge is 0.

The geometry in XYZ format:
```
15
C3H9NO2 (wB97M-V/def2-TZVPD)
C 0.58010 1.02551 2.24374
C 0.03188 1.58963 1.15635
O 0.75141 2.06629 0.12446
H 0.04772 0.87148 3.22661
H 1.61612 1.17135 2.38132
H -1.14830 1.52914 0.96386
H 1.19448 1.42000 -0.44580
N -0.11468 -2.07445 -0.71787
C -0.77733 -0.99851 -1.42488
O 0.20365 0.06373 -1.72706
H 0.34557 -1.69847 0.11244
H -0.88250 -2.69745 -0.30582
H -1.08814 -1.40480 -2.42447
H -1.67062 -0.46926 -0.96717
H 0.91062 -0.39420 -2.19572
```

Want to see where the charge sits? The Mulliken charges in e are: -0.7604 0.1291 -0.4962 0.2629 0.2946 0.2307 0.3538 -0.6339 -0.2145 -0.5471 0.2487 0.2492 0.3301 0.2465 0.3066

***

Entry 3:
Computed, not measured: 2 unconnected molecules or ions with the total composition C3H9NO2, with wB97M-V/def2-TZVPD.

As for the energy above the lowest of the compared OMol25 structures with the same formula, charge and spin: 21.1 kcal per mole. The energy comes out at -8842.0391 eV. Its HOMO energy is -10.102 eV. As for the LUMO energy: 0.711 eV. As for the SMILES: CC(N)=O.CO. Its charge is 0.

The geometry in XYZ format:
```
15
C3H9NO2 (wB97M-V/def2-TZVPD)
C -0.24229 1.73215 2.27615
C 0.03939 0.87412 1.05982
N -1.06423 0.50536 0.35392
O 1.15093 0.52126 0.75077
H -0.79869 2.63949 2.04405
H 0.71074 2.01220 2.71270
H -0.74943 1.15398 3.05587
H -1.00484 -0.33578 -0.19425
H -1.98364 0.78235 0.66302
C 0.39052 -1.62887 -2.40097
O 1.64911 -1.87762 -1.78835
H 0.39333 -0.67082 -2.91273
H 0.24312 -2.46765 -3.08890
H -0.42151 -1.65867 -1.66536
H 1.68750 -1.58147 -0.86574
```

Want to see where the charge sits? The Mulliken charges in e are: -1.1077 0.7104 -0.3371 -0.5561 0.3298 0.2986 0.3074 0.1463 0.2008 -0.3987 -0.5089 0.2499 0.2584 0.0869 0.3201

***

Entry 4:
Computed, not measured: 2 unconnected molecules or ions with the total composition C3H9NO2 at a distorted geometry, with wB97M-V/def2-TZVPD.

As for the energy above the lowest of the compared OMol25 structures with the same formula, charge and spin: 27.8 kcal per mole. The energy comes out at -8841.7504 eV. Its HOMO energy is -9.206 eV. As for the LUMO energy: 0.859 eV. As for the SMILES: CC(=O)O.CN. Its charge is 0.

The geometry in XYZ format:
```
15
C3H9NO2 (wB97M-V/def2-TZVPD)
C 1.38187 0.86298 1.17796
C 1.24908 -0.22165 0.16693
O 1.16370 0.12785 -0.99176
O 1.05637 -1.46314 0.61291
H 0.39642 1.34181 1.18721
H 2.13219 1.63298 0.95054
H 1.72530 0.57429 2.14911
H 1.02329 -1.98488 -0.20186
C -2.34175 0.93911 -0.31535
N -1.98669 -0.42115 -0.64912
H -1.52486 1.68546 -0.47076
H -2.60863 1.21361 0.70427
H -3.04261 1.33975 -1.11063
H -2.81360 -0.91966 -0.94534
H -1.31445 -0.44653 -1.40308
```

Want to see where the charge sits? The Mulliken charges in e are: -0.8196 0.6909 -0.5506 -0.4307 0.1346 0.2837 0.3366 0.3469 -0.7940 -0.4873 0.2261 0.3174 0.2906 0.2402 0.2152